{"formula": "C70H197N13O31", "method": "the ωB97M-V functional and the def2-TZVPD basis", "symbols": ["C", "C", "O", "O", "H", "H", "H", "H", "H", "H", "C", "C", "O", "O", "H", "H", "H", "H", "H", "H", "C", "C", "O", "O", "H", "H", "H", "H", "H", "H", "C", "C", "O", "O", "H", "H", "H", "H", "H", "H", "C", "C", "O", "O", "H", "H", "H", "H", "H", "H", "C", "C", "O", "O", "H", "H", "H", "H", "H", "H", "C", "C", "O", "O", "H", "H", "H", "H", "H", "H", "C", "C", "O", "O", "H", "H", "H", "H", "H", "H", "C", "C", "O", "O", "H", "H", "H", "H", "H", "H", "C", "C", "C", "O", "C", "N", "H", "H", "H", "H", "H", "H", "H", "H", "H", "H", "H", "C", "C", "C", "O", "C", "N", "H", "H", "H", "H", "H", "H", "H", "H", "H", "H", "H", "C", "C", "C", "O", "C", "N", "H", "H", "H", "H", "H", "H", "H", "H", "H", "H", "H", "C", "C", "C", "O", "C", "N", "H", "H", "H", "H", "H", "H", "H", "H", "H", "H", "H", "C", "C", "C", "O", "C", "N", "H", "H", "H", "H", "H", "H", "H", "H", "H", "H", "H", "C", "C", "C", "O", "C", "N", "H", "H", "H", "H", "H", "H", "H", "H", "H", "H", "H", "C", "C", "C", "O", "C", "N", "H", "H", "H", "H", "H", "H", "H", "H", "H", "H", "H", "C", "C", "C", "O", "C", "N", "H", "H", "H", "H", "H", "H", "H", "H", "H", "H", "H", "C", "C", "C", "O", "C", "N", "H", "H", "H", "H", "H", "H", "H", "H", "H", "H", "H", "C", "C", "C", "O", "C", "N", "H", "H", "H", "H", "H", "H", "H", "H", "H", "H", "H", "C", "C", "C", "O", "C", "N", "H", "H", "H", "H", "H", "H", "H", "H", "H", "H", "H", "C", "C", "C", "O", "C", "N", "H", "H", "H", "H", "H", "H", "H", "H", "H", "H", "H", "C", "C", "C", "O", "C", "N", "H", "H", "H", "H", "H", "H", "H", "H", "H", "H", "H"], "xyz": [[3.80, -0.36, -2.92], [2.44, -0.02, -2.36], [2.55, 0.45, -1.00], [4.71, 0.73, -3.19], [3.61, -0.85, -3.92], [4.26, -1.07, -2.22], [1.80, -0.88, -2.30], [1.99, 0.84, -2.97], [2.29, -0.31, -0.41], [5.32, 0.67, -2.45], [1.85, 4.64, -0.84], [1.50, 3.30, -1.47], [1.10, 3.41, -2.85], [0.66, 5.33, -0.43], [2.41, 5.22, -1.65], [2.48, 4.40, 0.01], [0.62, 2.84, -1.00], [2.40, 2.69, -1.43], [1.94, 3.43, -3.35], [0.36, 5.77, -1.24], [5.26, -0.71, 1.75], [5.21, -0.89, 0.29], [5.23, 0.36, -0.35], [3.96, -0.37, 2.32], [5.95, 0.11, 1.99], [5.55, -1.74, 2.13], [4.32, -1.52, -0.06], [6.14, -1.38, -0.02], [4.27, 0.53, -0.48], [3.86, 0.62, 2.14], [1.35, -3.58, -3.84], [2.55, -3.82, -3.03], [2.39, -3.44, -1.67], [0.18, -4.29, -3.32], [1.44, -3.84, -4.87], [1.09, -2.53, -3.76], [3.32, -3.19, -3.46], [2.96, -4.85, -3.09], [2.19, -4.21, -1.11], [-0.62, -3.72, -3.41], [0.56, 6.42, 2.87], [0.73, 5.14, 3.69], [1.20, 4.17, 2.74], [-0.43, 6.49, 1.84], [1.53, 6.65, 2.40], [0.47, 7.23, 3.59], [-0.26, 4.84, 4.05], [1.28, 5.35, 4.60], [0.41, 3.78, 2.29], [-0.01, 6.18, 1.00], [-2.91, 1.90, 2.88], [-2.69, 3.16, 2.00], [-1.58, 3.87, 2.61], [-3.77, 1.00, 2.32], [-3.19, 2.19, 3.85], [-1.88, 1.56, 2.97], [-3.49, 3.83, 1.90], [-2.40, 2.81, 1.04], [-1.51, 4.77, 2.26], [-3.37, 0.60, 1.54], [-1.37, 3.37, 7.96], [-0.75, 3.45, 6.54], [-1.53, 2.88, 5.51], [-0.42, 3.90, 8.95], [-1.65, 2.35, 8.11], [-2.24, 4.04, 8.00], [0.26, 3.01, 6.61], [-0.54, 4.50, 6.33], [-1.27, 3.35, 4.70], [0.23, 3.20, 9.16], [-2.27, -0.75, 5.82], [-0.99, -0.93, 5.08], [-1.07, -1.94, 4.04], [-2.63, -1.89, 6.59], [-3.07, -0.61, 5.09], [-2.18, 0.10, 6.50], [-0.21, -1.27, 5.76], [-0.61, 0.02, 4.75], [-0.23, -1.90, 3.55], [-3.30, -2.40, 6.10], [-2.43, -5.87, -2.28], [-3.22, -4.66, -2.64], [-2.51, -3.56, -3.13], [-1.69, -6.43, -3.33], [-3.15, -6.59, -1.98], [-1.81, -5.65, -1.41], [-3.84, -4.40, -1.77], [-3.86, -4.97, -3.43], [-3.04, -3.14, -3.82], [-1.05, -5.80, -3.52], [-6.66, -2.19, -4.23], [-5.47, -1.76, -5.11], [-4.90, -0.44, -4.57], [-5.94, 0.51, -4.67], [-5.44, 1.84, -4.57], [-4.46, -2.75, -5.16], [-6.40, -2.35, -3.20], [-7.06, -3.11, -4.64], [-7.54, -1.54, -4.22], [-5.87, -1.52, -6.07], [-3.97, -0.11, -5.15], [-4.51, -0.56, -3.53], [-5.11, 2.16, -5.63], [-4.53, 1.85, -3.96], [-6.22, 2.52, -4.13], [-3.93, -2.79, -5.99], [-4.89, -3.67, -5.10], [-0.08, -5.27, 2.49], [0.58, -5.06, 1.13], [0.85, -6.39, 0.39], [1.14, -6.07, -0.98], [1.07, -7.14, -1.89], [-0.29, -4.21, 0.30], [-0.95, -5.92, 2.35], [-0.46, -4.30, 2.84], [0.60, -5.66, 3.25], [1.56, -4.55, 1.36], [-0.10, -6.93, 0.42], [1.70, -6.93, 0.87], [2.11, -7.50, -1.95], [0.70, -6.75, -2.87], [0.43, -7.97, -1.60], [-0.27, -4.38, -0.70], [-1.24, -4.32, 0.65], [2.69, 7.41, -4.41], [1.19, 7.49, -3.96], [0.45, 8.58, -4.83], [0.97, 9.83, -4.53], [0.27, 10.86, -5.20], [0.51, 6.30, -4.13], [3.05, 8.41, -4.28], [2.73, 7.11, -5.48], [3.20, 6.73, -3.75], [1.17, 7.96, -2.94], [-0.64, 8.51, -4.52], [0.58, 8.45, -5.89], [-0.84, 10.79, -5.00], [0.32, 10.72, -6.26], [0.70, 11.81, -4.88], [-0.48, 6.31, -3.89], [0.88, 5.48, -3.69], [2.53, 4.10, -6.40], [3.12, 2.88, -5.67], [4.37, 2.30, -6.48], [3.96, 1.79, -7.74], [5.03, 1.38, -8.54], [3.58, 3.36, -4.37], [3.33, 4.87, -6.59], [1.67, 4.41, -5.85], [2.15, 3.84, -7.39], [2.41, 2.09, -5.51], [4.77, 1.39, -5.94], [5.14, 3.05, -6.58], [5.54, 2.23, -8.95], [4.60, 0.81, -9.35], [5.76, 0.72, -8.03], [4.00, 2.56, -3.93], [4.31, 4.06, -4.43], [3.51, -3.95, 3.29], [2.54, -3.31, 4.28], [3.32, -2.88, 5.61], [3.96, -3.94, 6.30], [4.29, -3.73, 7.62], [1.91, -2.13, 3.64], [2.91, -4.50, 2.58], [4.19, -4.60, 3.82], [4.02, -3.15, 2.70], [1.70, -3.92, 4.56], [2.59, -2.30, 6.19], [4.04, -2.17, 5.29], [3.49, -3.16, 8.09], [5.16, -3.15, 7.89], [4.39, -4.66, 8.10], [1.65, -1.39, 4.27], [2.68, -1.66, 3.14], [-1.90, 4.92, -6.15], [-2.26, 3.50, -5.65], [-1.53, 2.48, -6.49], [-1.89, 1.17, -5.95], [-1.15, 0.19, -6.57], [-2.19, 3.21, -4.17], [-1.03, 5.37, -5.74], [-2.75, 5.53, -5.88], [-1.72, 4.99, -7.25], [-3.34, 3.41, -5.80], [-0.47, 2.63, -6.47], [-1.82, 2.55, -7.52], [-1.22, 0.13, -7.67], [-1.46, -0.72, -6.10], [-0.09, 0.32, -6.22], [-2.53, 4.10, -3.74], [-1.22, 3.22, -3.86], [-7.46, 1.09, -1.20], [-6.74, 2.27, -0.60], [-7.56, 3.55, -0.73], [-7.87, 3.72, -2.16], [-8.57, 4.93, -2.39], [-6.45, 1.98, 0.83], [-6.85, 0.22, -1.08], [-7.71, 1.20, -2.25], [-8.45, 0.94, -0.67], [-5.80, 2.41, -1.10], [-7.01, 4.46, -0.48], [-8.42, 3.49, -0.13], [-7.96, 5.82, -2.44], [-9.18, 5.03, -1.53], [-9.11, 4.87, -3.37], [-5.45, 2.04, 0.99], [-6.75, 1.11, 1.26], [-3.52, -2.24, 0.80], [-4.74, -1.52, 0.23], [-5.40, -2.44, -0.84], [-5.72, -3.65, -0.22], [-6.52, -4.51, -1.10], [-5.74, -1.29, 1.35], [-2.90, -1.56, 1.38], [-2.84, -2.49, -0.06], [-3.79, -3.16, 1.33], [-4.52, -0.62, -0.35], [-4.57, -2.53, -1.64], [-6.35, -1.95, -1.14], [-6.34, -5.48, -0.71], [-6.19, -4.48, -2.21], [-7.59, -4.28, -1.08], [-5.32, -0.80, 2.07], [-5.92, -2.23, 1.68], [5.34, 2.82, 3.57], [4.84, 3.24, 2.19], [5.87, 3.35, 1.07], [5.28, 3.69, -0.13], [6.14, 3.57, -1.22], [3.76, 2.37, 1.76], [6.11, 3.52, 3.87], [5.85, 1.82, 3.55], [4.53, 2.62, 4.35], [4.42, 4.20, 2.28], [6.43, 2.41, 0.92], [6.62, 4.15, 1.38], [6.98, 4.26, -1.08], [5.54, 3.82, -2.16], [6.50, 2.47, -1.28], [3.61, 2.62, 0.80], [2.95, 2.89, 2.19], [-4.24, -5.36, 2.83], [-4.28, -4.74, 4.21], [-3.54, -5.66, 5.17], [-3.55, -5.10, 6.40], [-2.35, -5.18, 7.09], [-3.82, -3.36, 4.28], [-3.22, -5.29, 2.32], [-4.95, -4.94, 2.05], [-4.39, -6.42, 2.84], [-5.33, -4.88, 4.55], [-2.58, -5.83, 4.69], [-4.10, -6.63, 5.11], [-2.19, -4.28, 7.72], [-1.46, -5.28, 6.43], [-2.33, -5.97, 7.87], [-3.07, -3.16, 3.60], [-4.58, -2.81, 3.93], [4.96, -5.16, -0.64], [6.28, -5.70, -1.22], [6.21, -5.95, -2.67], [7.49, -6.40, -3.12], [7.45, -6.67, -4.47], [7.28, -4.73, -0.78], [4.19, -5.91, -0.90], [4.53, -4.20, -0.96], [5.22, -5.29, 0.40], [6.46, -6.69, -0.71], [6.04, -4.97, -3.16], [5.53, -6.78, -2.91], [8.39, -7.03, -4.77], [7.32, -5.74, -4.99], [6.81, -7.54, -4.78], [7.11, -3.81, -1.10], [8.20, -5.02, -1.01], [0.11, -1.45, 8.65], [1.05, -0.25, 8.95], [1.28, 0.64, 7.69], [1.87, -0.14, 6.70], [2.27, 0.70, 5.57], [0.49, 0.52, 9.98], [-0.73, -1.13, 8.04], [-0.21, -1.84, 9.64], [0.46, -2.29, 8.05], [2.02, -0.68, 9.30], [1.93, 1.53, 7.93], [0.30, 1.05, 7.37], [2.69, 0.04, 4.86], [2.99, 1.44, 5.87], [1.44, 1.28, 5.21], [0.83, 0.25, 10.86], [-0.51, 0.59, 10.03], [0.58, 0.90, 1.69], [-0.01, -0.32, 0.84], [-0.75, 0.03, -0.43], [-1.97, 0.70, -0.12], [-2.55, 1.46, -1.12], [1.10, -1.26, 0.64], [0.53, 0.72, 2.74], [-0.07, 1.74, 1.38], [1.59, 1.17, 1.40], [-0.77, -0.79, 1.50], [-0.98, -0.88, -1.01], [-0.16, 0.68, -1.03], [-3.63, 1.66, -0.98], [-2.38, 1.02, -2.11], [-2.11, 2.46, -1.24], [0.73, -2.22, 0.36], [1.45, -1.42, 1.60]], "e_lumo_ev": 0.3, "charge": 0}